Entry from OMol25: 2 unconnected molecules or ions with the total composition C7H7F3INOS (wB97M-V/def2-TZVPD).

Structure (XYZ):
```
21
Properties=species:S:1:pos:R:3:forces:R:3
C -0.2084 -1.4137 1.0972 0.0 -1.6 0.2
C -0.6147 -0.1463 1.6180 -1.8 2.1 0.5
C 0.2014 -1.4464 -0.1738 -0.1 -0.7 0.3
C -0.1944 0.9323 0.9243 2.0 1.0 -0.1
C 0.3689 -0.1951 -1.0293 2.3 -0.4 -2.0
C 1.5177 2.0486 -0.5514 -1.1 0.7 0.3
C 0.5204 -2.7381 -0.8936 0.4 1.3 1.0
N 0.5972 0.9812 -0.1781 -1.8 -1.7 0.4
O -2.8937 1.3830 2.5152 0.1 0.9 -0.5
F -0.2044 -2.7361 -2.0097 0.4 -0.2 -1.2
F 1.8651 -2.6269 -1.1122 -0.2 -1.0 -1.0
F 0.3032 -3.9420 -0.3401 0.1 0.8 0.5
S -2.2534 2.5671 1.8768 -1.0 0.1 0.4
I -3.2922 3.0423 -0.2822 0.1 -0.1 0.2
H -0.2697 -2.3669 1.6771 -0.1 1.0 -0.5
H -1.4582 0.1388 2.3413 1.6 -1.6 -0.9
H 1.3058 -0.2688 -1.7593 -1.6 -0.1 1.7
H -0.4393 -0.1672 -1.7869 -0.2 0.6 0.6
H 1.6503 2.6630 0.3838 0.2 -0.5 -1.2
H 2.4389 1.6091 -0.9504 -0.1 0.2 0.4
H 1.0596 2.6821 -1.3666 0.5 -0.5 0.8
```
Forces are in eV/Å.

Calculated values
* orbital gap (alpha / beta): 0.240 / 0.226 hartree
* HOMO energy (alpha / beta): -7.412 / -8.280 eV
* multiplicity: 3

natural (NBO) atomic charge list, values in e, 4 entries: -0.166, -0.428, -0.123, 0.191

---

Entry from OMol25: a single C7H7F3N2 molecule (wB97M-V/def2-TZVPD).

Structure (XYZ):
```
19
Properties=species:S:1:pos:R:3:forces:R:3
C 0.7145 0.5246 -0.1995 4.1 0.6 2.5
C 2.2040 0.3004 0.0481 -3.0 -4.1 -1.3
C 2.7171 -1.0663 0.0373 -5.2 1.9 -0.3
C 1.7922 -2.2170 0.0039 -0.6 0.5 0.7
C 0.3720 -2.0031 -0.1342 3.8 4.9 -0.7
C -0.1421 -0.5839 -0.3465 2.5 -2.2 1.2
C -1.5174 -0.3243 0.0071 -4.7 2.0 0.8
H 1.2911 3.2336 0.9056 0.1 -0.2 -1.9
H 1.8228 2.6501 -0.7363 -1.8 2.1 2.2
H -0.5444 1.7477 -0.8387 1.6 1.8 3.1
H 2.8999 1.0730 0.2434 0.3 0.8 -0.1
H 3.7461 -1.1008 -0.0152 2.1 -0.8 0.4
H 2.1799 -3.2684 0.3161 -0.7 2.0 -1.1
H -0.3048 -2.7688 -0.1749 -1.5 -1.8 0.1
N 0.9830 3.0717 -0.0990 2.1 -3.4 -0.6
N 0.1700 1.8474 0.0501 -2.3 -1.6 -4.4
F -1.6128 0.1764 1.3774 -0.2 -2.0 -2.8
F -2.1967 0.7823 -0.6840 1.6 -2.3 0.8
F -2.4133 -1.3790 -0.2328 2.0 1.8 1.2
```
Forces are in eV/Å.

Calculated values
* orbital gap: 0.322 hartree
* HOMO energy: -8.921 eV
* energy above the lowest of the compared OMol25 structures with the same formula, charge and spin: 3.538 eV
* multiplicity: 1
* structure (SMILES): NNc1ccccc1C(F)(F)F

natural (NBO) atomic charge list, values in e, 4 entries: 0.210, -0.272, -0.145, -0.259

---

Entry from OMol25: a single C7H7F3O2 molecule (wB97M-V/def2-TZVPD).

Structure (XYZ):
```
19
Properties=species:S:1:pos:R:3:forces:R:3
C 0.9067 1.4294 0.0449 0.7 0.9 -0.2
C -0.0133 0.7333 0.9565 -1.8 1.9 -1.2
C 1.5233 0.9776 -1.0696 0.0 2.2 -1.6
C -1.3250 1.0944 0.8766 2.0 -0.3 -2.4
C 1.4321 -0.2684 -1.8111 -0.9 -0.9 2.1
C 0.9892 -1.4279 -1.2671 0.3 -2.1 -0.1
C -2.1847 0.2694 1.6960 -2.0 -0.8 1.7
O 0.9471 -1.8022 0.0374 0.2 1.5 0.2
O 0.6558 -2.5399 -2.0113 0.4 1.6 -0.3
F -2.1778 0.7757 2.9770 -0.4 -0.5 -0.5
F -3.4703 0.2402 1.2541 0.7 0.2 0.3
F -1.8276 -1.0580 1.8383 0.0 1.3 -0.3
H 0.9046 2.5387 0.1946 0.3 -1.1 -0.1
H 0.2882 0.0239 1.7083 0.0 -0.2 0.2
H 1.9340 1.8411 -1.7444 -0.4 -1.7 1.5
H -1.7534 1.7718 0.0230 0.9 -1.4 2.1
H 1.5090 -0.2640 -2.8550 0.2 0.1 -1.3
H 1.2042 -1.0377 0.6037 -0.1 -0.9 -0.6
H 0.4582 -3.2977 -1.4521 0.1 0.2 0.4
```
Forces are in eV/Å.

Calculated values
* orbital gap: 0.315 hartree
* HOMO energy: -8.330 eV
* energy above the lowest of the compared OMol25 structures with the same formula, charge and spin: 0.000 eV
* multiplicity: 1
* structure (SMILES): OC(O)=C/C=C\C=C\C(F)(F)F

natural (NBO) atomic charge list, values in e, 4 entries: -0.311, -0.166, -0.161, -0.312

---

Entry from OMol25: a molecular structure, C7H7GaO6 (wB97M-V/def2-TZVPD).

Structure (XYZ):
```
21
Properties=species:S:1:pos:R:3:forces:R:3
O 3.1351 -1.1228 0.9480 -2.2 1.5 -2.1
C 2.3939 -0.6292 0.2367 1.9 -1.4 2.0
Ga 0.5612 0.3760 -1.2477 0.3 0.1 0.3
C -1.1229 1.2243 -2.1479 -4.9 2.4 -2.7
O -1.9949 1.6657 -2.7548 3.8 -1.9 2.4
C 1.6461 0.1533 -2.9996 0.5 -0.4 1.4
O 1.4178 0.5207 -4.1059 0.3 -0.4 0.9
C -0.1063 -1.6467 -1.4988 -2.7 -5.5 -0.2
O -0.5394 -2.6914 -1.7132 2.0 4.3 0.7
C 1.5181 2.2656 -0.8253 1.7 5.3 1.4
O 1.9843 3.3104 -0.7107 -1.7 -4.3 -0.7
H 2.5094 -0.4358 -2.5123 0.1 0.3 -2.0
C -1.4996 -0.3424 3.0090 0.2 0.2 0.3
C -1.0182 -0.7428 1.6385 -0.4 -0.5 0.2
O -0.6657 0.4443 0.8657 0.8 0.4 -1.7
H -0.7340 0.1873 3.5813 0.0 -0.1 -0.2
H -1.7600 -1.2313 3.5742 -0.1 -0.2 0.0
H -2.3882 0.2901 2.9857 -0.1 0.0 -0.2
H -0.1189 -1.3555 1.6853 0.1 0.1 0.0
H -1.7903 -1.2867 1.0836 0.1 0.0 0.1
H -1.4277 1.0468 0.9083 0.2 0.0 0.0
```
Forces are in eV/Å.

Calculated values
* net charge: +2
* orbital gap: 0.267 hartree
* HOMO energy: -16.870 eV
* multiplicity: 1

natural (NBO) atomic charge list, values in e, 4 entries: -0.308, 0.552, 0.880, 0.550